DFT (ωB97M-V with the def2-TZVPD basis set) results for 5 unconnected molecules or ions with the total composition C4H14O4 at a distorted geometry.

Summary:
Gap between HOMO and LUMO: 0.347 Eh
HOMO: -8.9 eV
Net charge: 0
Energy relative to the best compared isomer or geometry (same formula, charge and spin): 129.7 kJ/mol
Energy: -12563.68435 eV
SMILES string: C=CC=C.O.O.O.O

Each line ends with the natural charge from an NBO analysis.
CARTESIAN COORDINATES (ANGSTROEM)
C1 -1.816 0.190 0.425  -0.336
C2 -1.584 0.366 -0.884  -0.278
C3 -0.282 0.935 -1.269  -0.248
C4 0.041 0.971 -2.568  -0.374
H1 -0.948 0.312 1.067  0.197
H2 -2.770 0.049 0.918  0.204
H3 -2.410 0.340 -1.600  0.210
H4 0.433 1.215 -0.505  0.233
H5 0.910 1.447 -2.999  0.203
H6 -0.549 0.382 -3.270  0.184
O1 1.621 0.006 1.902  -0.995
H7 2.331 -0.305 2.471  0.465
H8 1.121 -0.861 1.832  0.503
O2 0.370 2.727 1.943  -0.965
H9 0.902 1.921 1.934  0.496
H10 0.970 3.449 2.146  0.464
O3 0.619 -2.246 1.146  -0.966
H11 0.301 -2.484 0.244  0.509
H12 1.082 -3.096 1.329  0.482
O4 0.023 -2.218 -1.792  -0.948
H13 -0.913 -2.039 -1.986  0.476
H14 0.275 -1.372 -1.396  0.484

DFT (ωB97M-V with the def2-TZVPD basis set) results for a molecular structure, C29H77CsN6O11S at a distorted geometry.

Summary:
Gap between HOMO and LUMO: 0.257 Eh
HOMO: -7.6 eV
Net charge: 0
Energy relative to the best compared isomer or geometry (same formula, charge and spin): 549.1 kJ/mol
Energy: -74160.85804 eV

Each line ends with the Löwdin charge.
CARTESIAN COORDINATES (ANGSTROEM)
O1 0.267 -3.939 -2.498  0.315
H1 -0.380 -3.631 -3.137  0.169
H2 -0.029 -4.784 -2.151  0.170
H3 0.278 -3.328 -1.758  -0.021
Cs1 2.083 0.281 0.738  1.102
S1 -0.861 -2.188 0.156  0.174
O2 -1.501 -3.258 0.902  -0.339
O3 0.321 -2.637 -0.544  -0.374
O4 -1.927 -1.848 -0.779  -0.367
O5 -0.530 -0.988 0.887  -0.493
C1 -0.184 1.594 3.616  -0.052
C2 -0.001 0.150 4.124  -0.369
C3 -1.375 -0.633 4.210  -0.128
O6 -1.769 -0.347 5.576  -0.189
C4 -2.836 -1.080 5.953  -0.166
N1 0.915 -0.765 3.412  -0.027
H4 -0.897 2.035 4.313  0.083
H5 -0.589 1.622 2.605  0.049
H6 0.724 2.196 3.593  0.062
H7 0.382 0.200 5.143  0.130
H8 -1.121 -1.689 4.120  0.088
H9 -2.042 -0.250 3.438  0.130
H10 -3.596 -1.200 5.180  0.089
H11 -3.325 -0.555 6.774  0.093
H12 -2.469 -2.088 6.145  0.084
H13 0.547 -0.924 2.485  -0.071
H14 0.883 -1.696 3.803  0.037
C5 -0.010 -5.688 4.848  -0.044
C6 -0.681 -5.032 3.630  -0.419
C7 -2.183 -4.755 3.734  -0.162
O7 -2.951 -5.745 4.471  -0.188
C8 -3.199 -6.861 3.675  -0.145
N2 0.047 -3.811 3.235  0.050
H15 0.163 -5.023 5.694  0.076
H16 0.871 -6.208 4.469  0.075
H17 -0.764 -6.351 5.273  0.066
H18 -0.632 -5.801 2.860  0.125
H19 -2.597 -4.565 2.744  0.116
H20 -2.210 -3.919 4.432  0.110
H21 -4.071 -7.370 4.087  0.087
H22 -2.335 -7.496 3.477  0.086
H23 -3.620 -6.573 2.712  0.083
H24 -0.527 -3.325 2.561  0.018
H25 0.053 -3.192 4.033  0.040
C9 2.311 5.548 0.011  -0.058
C10 2.584 4.091 0.335  -0.407
C11 3.720 3.858 1.343  -0.155
O8 4.130 2.478 1.242  -0.341
C12 5.271 2.255 0.458  -0.110
N3 1.294 3.548 0.843  0.028
H26 1.686 5.992 0.786  0.080
H27 1.710 5.590 -0.897  0.060
H28 3.137 6.256 -0.056  0.079
H29 2.834 3.576 -0.592  0.128
H30 3.298 3.860 2.348  0.130
H31 4.539 4.570 1.250  0.125
H32 5.711 1.329 0.826  0.092
H33 5.991 3.032 0.715  0.089
H34 4.943 2.242 -0.582  0.093
H35 0.592 3.653 0.125  0.044
H36 0.877 4.224 1.468  0.071
C13 2.919 -5.212 0.279  -0.021
C14 3.339 -3.736 0.649  -0.400
C15 3.687 -2.791 -0.535  -0.174
O9 4.622 -1.689 -0.230  -0.252
C16 5.772 -1.612 -1.074  -0.115
N4 2.291 -3.002 1.284  0.008
H37 3.804 -5.805 0.047  0.072
H38 2.107 -5.321 -0.440  0.060
H39 2.499 -5.426 1.262  0.071
H40 4.140 -3.759 1.388  0.142
H41 2.924 -2.253 -1.097  0.103
H42 4.081 -3.513 -1.250  0.109
H43 5.511 -1.265 -2.074  0.081
H44 6.325 -2.546 -1.169  0.085
H45 6.508 -0.866 -0.773  0.076
H46 1.925 -3.637 1.978  0.039
H47 1.544 -2.915 0.610  -0.006
C17 -3.476 3.247 1.024  -0.054
C18 -3.560 1.883 0.328  -0.447
C19 -4.564 2.049 -0.826  -0.178
O10 -5.039 0.706 -0.973  -0.202
C20 -5.728 0.491 -2.198  -0.104
N5 -2.285 1.404 -0.071  0.070
H48 -2.986 3.960 0.361  0.066
H49 -2.744 3.191 1.830  0.061
H50 -4.427 3.695 1.313  0.075
H51 -3.894 1.037 0.929  0.145
H52 -4.043 2.397 -1.718  0.125
H53 -5.452 2.633 -0.584  0.123
H54 -6.377 1.354 -2.345  0.078
H55 -6.304 -0.429 -2.306  0.085
H56 -5.010 0.485 -3.018  0.075
H57 -2.481 0.625 -0.683  0.056
H58 -1.878 0.882 0.692  0.041
C21 1.542 4.283 -4.086  -0.018
C22 0.046 3.917 -3.871  -0.422
C23 -0.934 4.217 -5.129  -0.101
C24 -0.909 3.221 -6.295  -0.206
C25 -1.287 1.897 -5.699  -0.151
C26 -0.329 1.466 -4.566  -0.469
N6 -0.152 2.512 -3.555  -0.137
O11 0.610 2.062 -2.496  -0.029
C27 -0.822 0.127 -3.925  -0.027
C28 1.060 1.085 -5.173  -0.032
C29 -0.530 4.836 -2.692  -0.025
H59 1.835 3.912 -5.068  0.062
H60 2.210 3.800 -3.373  0.073
H61 1.570 5.372 -4.059  0.080
H62 -1.943 4.545 -4.879  0.114
H63 -0.577 5.025 -5.768  0.106
H64 -0.015 3.160 -6.916  0.111
H65 -1.625 3.457 -7.083  0.112
H66 -1.224 1.156 -6.495  0.119
H67 -2.264 1.946 -5.218  0.124
H68 -0.869 -0.650 -4.689  0.077
H69 -0.212 -0.245 -3.102  0.072
H70 -1.815 0.191 -3.481  0.080
H71 1.641 1.909 -5.589  0.067
H72 1.684 0.541 -4.464  0.073
H73 0.872 0.217 -5.804  0.075
H74 -0.515 5.905 -2.909  0.083
H75 -0.081 4.501 -1.758  0.042
H76 -1.596 4.702 -2.510  0.069
H77 -0.072 2.040 -1.822  0.083

DFT (ωB97M-V with the def2-TZVPD basis set) results for 2 unconnected molecules or ions with the total composition C8H12N2O2S at a distorted geometry.

Summary:
Gap between HOMO and LUMO: 0.312 Eh
HOMO: -8.5 eV
Net charge: 0
Energy relative to the best compared isomer or geometry (same formula, charge and spin): 372.0 kJ/mol
Energy: -26397.93353 eV
SMILES string: CCO/C(O)=C(/C#N)CC.N=C=S

Each line ends with the natural charge from an NBO analysis.
CARTESIAN COORDINATES (ANGSTROEM)
C1 -3.414 0.583 -0.036  -0.649
C2 -2.678 -0.593 -0.604  -0.089
O1 -1.373 -0.107 -0.807  -0.493
C3 -0.259 -0.737 -0.391  0.715
O2 -0.483 -2.078 -0.061  -0.705
C4 0.944 -0.155 -0.352  -0.358
C5 2.082 -0.978 -0.191  0.277
N1 3.082 -1.563 -0.200  -0.344
C6 1.134 1.151 -0.995  -0.407
C7 2.636 1.541 -0.971  -0.609
H1 -3.600 0.431 1.084  0.210
H2 -2.681 1.552 0.046  0.239
H3 -4.433 0.811 -0.408  0.224
H4 -3.165 -0.788 -1.622  0.192
H5 -2.611 -1.408 0.096  0.215
H6 0.112 -2.320 0.670  0.516
H7 0.810 1.009 -2.088  0.217
H8 0.477 1.850 -0.488  0.227
H9 2.845 2.474 -0.334  0.210
H10 3.110 0.788 -0.451  0.218
H11 3.072 1.800 -1.989  0.220
N2 1.074 -1.646 2.228  -0.759
C8 1.021 -0.444 2.236  0.249
S1 0.959 1.089 2.624  0.041
H12 1.341 -2.260 3.003  0.445

DFT (ωB97M-V with the def2-TZVPD basis set) results for C4H3NO2 in the gas phase at a distorted geometry.

Summary:
Gap between HOMO and LUMO (spin up / spin down): 0.316 / 0.316 Eh
HOMO (spin up / spin down): -9.2 / -9.2 eV
Net charge: 0
Energy relative to the best compared isomer or geometry (same formula, charge and spin): 674.7 kJ/mol
Energy: -9774.69387 eV

Each line ends with the natural charge from an NBO analysis.
CARTESIAN COORDINATES (ANGSTROEM)
C1 1.477 -0.489 0.653  -0.400
C2 0.292 -2.150 -0.045  0.228
C3 1.991 -0.995 1.730  0.643
C4 0.518 0.502 0.096  -0.142
N1 -0.721 -1.430 -0.076  -0.382
O1 2.683 -1.556 2.525  -0.471
O2 -0.805 -0.046 0.147  -0.364
H1 0.524 1.512 0.778  0.247
H2 0.837 0.560 -0.941  0.206
H3 -1.668 -1.835 -0.174  0.434

DFT (ωB97M-V with the def2-TZVPD basis set) results for CH4N2OS2 in the gas phase at a distorted geometry.

Summary:
Gap between HOMO and LUMO: 0.330 Eh
HOMO: -8.7 eV
Net charge: 0
Energy relative to the best compared isomer or geometry (same formula, charge and spin): 174.2 kJ/mol
Energy: -27798.09872 eV
SMILES string: ONC(=S)NS

Each line ends with the natural charge from an NBO analysis.
CARTESIAN COORDINATES (ANGSTROEM)
O1 -1.607 1.738 -0.167  -0.532
N1 -0.884 0.592 -0.352  -0.287
C1 0.203 0.355 0.378  0.259
S1 0.870 1.534 1.418  -0.309
N2 0.900 -0.818 0.221  -0.746
S2 0.808 -1.827 -1.229  0.171
H1 -0.922 2.300 0.330  0.490
H2 -1.402 -0.140 -0.804  0.403
H3 1.778 -0.889 0.760  0.432
H4 0.257 -2.843 -0.554  0.118

DFT (ωB97M-V with the def2-TZVPD basis set) results for a gas-phase ion, C10H18NO3 (charge +1) at a distorted geometry.

Summary:
Gap between HOMO and LUMO (spin up / spin down): 0.185 / 0.185 Eh
HOMO (spin up / spin down): -12.7 / -12.7 eV
Net charge: +1
Energy relative to the best compared isomer or geometry (same formula, charge and spin): 498.5 kJ/mol
Energy: -18283.26187 eV
SMILES string: C/C=C/[C@H](C)C(=O)[N+](=O)[C@H](C)OCC

Each line ends with the natural charge from an NBO analysis.
CARTESIAN COORDINATES (ANGSTROEM)
C1 4.500 1.314 -2.070  -0.650
C2 3.048 1.258 -1.824  -0.101
C3 2.490 1.211 -0.607  -0.237
C4 1.025 1.176 -0.369  -0.346
C5 0.574 2.364 0.516  -0.590
C6 0.637 -0.036 0.452  0.664
O1 1.319 -0.625 1.240  -0.420
N1 -0.682 -0.478 0.209  0.155
O2 -1.581 0.197 -0.348  -0.129
C7 -1.027 -1.835 0.659  0.194
C8 -0.618 -2.908 -0.345  -0.616
O3 -2.384 -1.913 0.882  -0.427
C9 -3.039 -0.819 1.435  -0.052
C10 -4.501 -1.123 1.643  -0.629
H1 4.746 2.217 -2.632  0.237
H2 5.072 1.296 -1.146  0.222
H3 4.802 0.477 -2.701  0.234
H4 2.416 1.267 -2.704  0.196
H5 3.110 1.202 0.279  0.218
H6 0.462 1.189 -1.307  0.243
H7 1.071 2.338 1.483  0.228
H8 0.845 3.286 0.009  0.252
H9 -0.504 2.354 0.658  0.213
H10 -0.430 -1.949 1.587  0.270
H11 -1.098 -2.715 -1.302  0.241
H12 -0.951 -3.873 0.024  0.267
H13 0.461 -2.922 -0.465  0.242
H14 -2.532 -0.459 2.345  0.194
H15 -2.932 0.042 0.690  0.215
H16 -4.948 -1.491 0.724  0.237
H17 -4.609 -1.896 2.403  0.237
H18 -5.026 -0.231 1.970  0.240